Record 1
{"formula": "C4H10BrN2", "method": "wB97M-V/def2-TZVPD", "homo_ev": -13.268, "energy_ha": -2841.68918, "spin_multiplicity": 1, "de_lowest_kj_mol": 14.39, "homo_lumo_gap_ev": 9.8, "charge": 1, "symbols": ["C", "C", "C", "C", "N", "N", "Br", "H", "H", "H", "H", "H", "H", "H", "H", "H", "H"], "xyz": [[0.937332, 0.637608, -1.199040], [-0.930042, -1.353963, 1.285577], [-0.713644, 1.150673, 1.339959], [-1.211722, 0.032807, 0.839043], [0.379541, -0.139740, -2.082348], [2.017890, 0.330201, -0.533928], [-2.486640, 0.145763, -0.617189], [-0.534366, -1.956879, 0.467648], [-1.853061, -1.830699, 1.617031], [-0.226481, -1.354234, 2.113958], [-1.016541, 2.122673, 0.995597], [0.494494, 1.614312, -1.037447], [-0.027986, 1.121124, 2.169560], [-0.487858, 0.123947, -2.535603], [0.739639, -1.065001, -2.282146], [2.436171, 0.981660, 0.113373], [2.483273, -0.560253, -0.654044]], "atomic_forces_ev_per_a": [[-0.111, 0.378, -0.204], [-0.129, -0.112, -0.001], [-0.233, -0.048, -0.077], [-0.300, 0.181, -0.231], [0.049, -0.312, -0.300], [0.443, -0.200, 0.107], [0.126, 0.039, 0.454], [0.018, -0.065, -0.033], [0.015, -0.047, -0.017], [0.078, 0.028, 0.051], [-0.114, 0.218, -0.120], [0.044, -0.133, -0.004], [0.157, -0.140, 0.206], [0.164, 0.016, 0.209], [-0.062, 0.104, -0.009], [-0.129, -0.019, -0.059], [-0.016, 0.112, 0.028]], "nbo_charge": [0.41, -0.68, -0.46, -0.02, -0.70, -0.71, 0.02, 0.22, 0.26, 0.24, 0.23, 0.25, 0.22, 0.45, 0.42, 0.44, 0.42]}

---

Record 2
{"formula": "C5H6N2", "method": "wB97M-V/def2-TZVPD", "homo_ev": -8.857, "energy_ha": -303.40699, "spin_multiplicity": 1, "smiles": "C#C[C@@H]1CN1N=C", "de_lowest_kj_mol": 601.46, "homo_lumo_gap_ev": 9.9, "charge": 0, "symbols": ["C", "C", "C", "C", "C", "H", "H", "H", "H", "H", "H", "N", "N"], "xyz": [[-1.796122, -1.130503, -0.007134], [-0.275263, 1.250536, 0.533521], [0.708509, 1.042928, -0.662592], [1.645030, -0.124372, -0.271294], [2.479553, -1.027624, -0.098820], [-2.234639, -0.650349, 0.968742], [-1.929873, -2.314531, 0.122157], [-0.590073, 2.205828, 0.625931], [-0.061735, 0.782316, 1.498799], [0.931905, 1.877585, -1.428900], [2.961445, -1.903134, 0.303793], [-1.062322, -0.616410, -0.891852], [-0.776409, 0.607732, -0.692356]], "atomic_forces_ev_per_a": [[-1.540, -3.785, 3.253], [1.393, -2.168, -1.655], [-1.163, -1.621, 0.839], [1.580, -0.265, -1.301], [-2.898, 2.195, 0.161], [1.067, -0.091, -1.999], [0.082, 2.733, -1.283], [-1.292, 2.883, 0.368], [-0.095, -0.508, -0.588], [0.126, -1.713, 1.627], [0.094, 0.449, -0.379], [-0.820, -3.978, 0.775], [3.467, 5.870, 0.181]], "nbo_charge": [-0.15, -0.25, -0.15, -0.04, -0.24, 0.15, 0.19, 0.20, 0.22, 0.25, 0.24, -0.22, -0.21]}

---

Record 3
{"formula": "C25H32F3OSi", "method": "wB97M-V/def2-TZVPD", "homo_ev": -11.925, "energy_ha": -1635.95993, "spin_multiplicity": 1, "homo_lumo_gap_ev": 7.0, "charge": 1, "symbols": ["C", "Si", "C", "C", "O", "C", "C", "C", "C", "C", "C", "C", "C", "H", "H", "H", "H", "H", "H", "H", "H", "H", "H", "H", "H", "H", "H", "H", "H", "H", "H", "H", "H", "H", "H", "F", "C", "F", "F", "C", "C", "C", "C", "C", "C", "C", "C", "C", "C", "C", "C", "C", "H", "H", "H", "H", "H", "H", "H", "H", "H", "H"], "xyz": [[0.967403, -3.491757, -1.652455], [-0.564980, -3.472466, -0.617417], [-2.101454, -2.681373, -1.321445], [-0.943879, -5.153417, 0.074221], [-0.037220, -2.460921, 0.680893], [-0.371770, -1.235375, 1.031427], [0.470218, -0.089937, 0.438718], [0.627445, 0.952101, 1.572565], [1.431735, 0.487797, 2.784718], [0.716800, -0.095805, 4.000705], [0.552323, -1.617544, 3.990619], [-0.809918, -2.047789, 3.447982], [-1.272243, -1.227023, 2.214188], [0.749817, -3.881199, -2.652834], [1.422003, -2.500628, -1.761097], [1.706310, -4.148061, -1.175467], [-2.362624, -3.209683, -2.249664], [-2.943629, -2.773016, -0.629523], [-1.981668, -1.617650, -1.560935], [-1.324238, -5.778821, -0.748612], [-0.041261, -5.629158, 0.476893], [-1.706410, -5.125813, 0.865064], [1.475108, -0.574996, 0.231163], [1.179376, 1.815234, 1.173127], [-0.377167, 1.321835, 1.834129], [2.202973, -0.201284, 2.422160], [1.951472, 1.396548, 3.125217], [1.340268, 0.166510, 4.864816], [-0.257910, 0.386499, 4.152522], [1.362086, -2.110666, 3.430214], [0.648551, -1.985564, 5.024428], [-0.806836, -3.118223, 3.229886], [-1.548826, -1.906320, 4.245185], [-1.499209, -0.191335, 2.502328], [-2.235388, -1.679718, 1.890275], [0.038054, 7.018101, 0.594209], [-1.062728, 6.400499, 0.077054], [-2.067188, 6.518204, 0.988264], [-1.445831, 7.129650, -1.030813], [-0.794902, 4.955578, -0.262546], [-1.823308, 4.025367, -0.222435], [-1.545936, 2.674988, -0.431714], [-0.247685, 2.210475, -0.637470], [-0.059627, 0.633374, -0.790022], [0.674176, 0.343185, -2.135750], [0.001674, -0.395980, -3.102513], [0.663923, -0.905732, -4.221185], [1.949831, -0.475618, -4.532786], [2.546494, 0.487067, -3.710140], [1.931918, 0.865039, -2.496270], [0.770120, 3.175413, -0.733328], [0.492007, 4.551183, -0.594565], [-2.836047, 4.350895, -0.005453], [-2.367199, 1.957214, -0.419061], [-1.088362, 0.276333, -0.925141], [-1.058101, -0.573508, -2.979579], [0.165059, -1.633649, -4.853925], [2.463146, -0.837925, -5.434673], [3.507566, 0.935172, -4.006669], [2.466672, 1.594651, -1.881174], [1.822361, 2.912712, -0.877649], [1.286658, 5.286328, -0.708661]], "atomic_forces_ev_per_a": [[-0.004, -0.074, -0.215], [0.190, -0.721, -0.723], [0.130, 0.159, 0.065], [-0.020, 0.123, 0.132], [-1.037, 2.766, 0.703], [1.979, -2.661, -0.010], [0.951, -0.333, 1.677], [0.309, -0.047, 0.216], [0.148, 0.662, 0.029], [0.494, -0.170, 0.319], [-0.033, -0.148, 0.241], [0.375, -0.267, 0.162], [-1.088, 0.947, -0.311], [0.166, 0.020, 0.076], [-0.172, -0.133, -0.051], [-0.129, 0.049, -0.117], [0.000, 0.145, 0.204], [0.017, -0.101, -0.069], [-0.016, -0.334, 0.034], [0.091, 0.108, 0.243], [-0.187, 0.058, -0.088], [0.143, -0.035, -0.225], [-1.123, 0.455, 0.101], [-0.358, -0.486, -0.034], [0.415, 0.085, 0.016], [0.091, 0.043, 0.232], [-0.002, -0.377, -0.015], [-0.265, -0.040, -0.104], [0.211, 0.034, 0.082], [-0.136, 0.268, 0.042], [-0.130, -0.024, -0.371], [-0.052, 0.113, -0.183], [-0.097, 0.158, -0.377], [0.049, -0.407, -0.060], [0.439, 0.172, -0.094], [-0.903, -0.525, -0.433], [-0.335, 1.065, -0.305], [0.737, -0.056, -0.635], [0.419, -0.745, 1.128], [0.100, 0.074, -0.048], [0.006, -0.167, 0.079], [-0.129, 0.002, 0.004], [0.043, -0.536, -0.150], [-0.729, 1.816, -2.149], [-0.026, 0.460, 0.228], [0.264, -0.455, -0.017], [-0.019, 0.246, -0.091], [0.089, 0.200, 0.062], [-0.126, 0.002, 0.386], [0.507, -0.373, -0.358], [0.078, 0.600, 0.000], [0.089, -0.948, 0.118], [0.128, -0.083, -0.024], [0.117, 0.192, 0.060], [0.126, 0.180, -0.243], [0.058, -0.346, 0.066], [-0.048, 0.258, -0.063], [-0.286, 0.188, 0.510], [-0.536, -0.275, 0.304], [-0.220, -0.633, -0.187], [-0.619, 0.082, 0.061], [-0.134, -0.232, 0.167]], "nbo_charge": [-1.16, 1.86, -1.15, -1.15, -0.77, 0.89, -0.36, -0.40, -0.41, -0.42, -0.41, -0.37, -0.59, 0.26, 0.26, 0.26, 0.27, 0.25, 0.24, 0.26, 0.26, 0.25, 0.27, 0.25, 0.21, 0.20, 0.23, 0.23, 0.20, 0.20, 0.24, 0.23, 0.24, 0.25, 0.29, -0.32, 0.98, -0.32, -0.32, -0.15, -0.16, -0.25, 0.11, -0.26, -0.05, -0.16, -0.22, -0.21, -0.18, -0.23, -0.25, -0.15, 0.24, 0.21, 0.22, 0.20, 0.22, 0.23, 0.23, 0.21, 0.22, 0.24]}

---

Record 4
{"formula": "C4H10NOS", "method": "wB97M-V/def2-TZVPD", "homo_ev": -11.133, "energy_ha": -686.05965, "spin_multiplicity": 1, "de_lowest_kj_mol": 817.44, "homo_lumo_gap_ev": 2.6, "charge": 1, "symbols": ["O", "C", "C", "C", "C", "S", "N", "H", "H", "H", "H", "H", "H", "H", "H", "H", "H"], "xyz": [[-1.220269, -0.653901, 0.297194], [-0.239192, -0.607044, -0.389244], [1.067960, -0.388189, 0.187770], [2.336114, -0.705939, -0.503855], [3.389703, 0.097389, 0.101064], [4.726883, -1.120415, 1.245524], [-6.877316, 2.031098, -0.338667], [-0.287895, -0.811557, -1.476175], [1.115458, -0.395348, 1.278102], [2.479469, -1.796259, -0.570895], [2.013500, -0.460689, -1.537980], [3.770769, 0.085432, 1.244755], [4.211932, 0.553083, -0.431414], [3.637412, -1.622194, 1.821699], [-6.974523, 1.626534, 0.567774], [-6.237877, 2.790863, -0.402362], [-6.912130, 1.377136, -1.093285]], "atomic_forces_ev_per_a": [[0.188, -0.082, 0.496], [-1.394, 0.491, -1.716], [2.418, -1.677, 1.947], [-2.255, -0.125, -0.768], [2.522, -0.602, 1.546], [-0.054, -0.879, -1.006], [-0.803, 0.117, 0.034], [0.111, -0.009, 0.120], [-0.208, 0.843, -0.039], [-0.038, -0.245, 0.038], [1.139, 0.194, -0.199], [-1.848, 2.088, -0.185], [-0.632, 0.540, -0.638], [0.049, -0.536, 0.405], [0.145, -0.143, 0.238], [0.386, 0.067, -0.130], [0.274, -0.042, -0.142]], "nbo_charge": [-0.28, 0.26, 0.28, -0.61, -0.39, 0.09, -1.10, 0.17, 0.24, 0.31, 0.30, 0.25, 0.26, 0.12, 0.37, 0.37, 0.37]}

---

Record 5
{"formula": "C6H5N", "method": "wB97M-V/def2-TZVPD", "homo_ev": -9.208, "energy_ha": -286.26240, "spin_multiplicity": 1, "smiles": "C#CC1=CCN=C1", "de_lowest_kj_mol": 212.08, "homo_lumo_gap_ev": 9.5, "charge": 0, "symbols": ["C", "C", "C", "C", "C", "C", "N", "H", "H", "H", "H", "H"], "xyz": [[2.975289, -0.135043, 0.113183], [1.815639, -0.079808, -0.119532], [-0.455011, 0.987226, 0.069254], [-0.385382, -1.276159, -0.072399], [0.459472, -0.013631, -0.015354], [-1.745188, 0.421524, -0.010274], [-1.662106, -1.021216, 0.088344], [4.073597, 0.009935, 0.013687], [-0.309955, 2.093746, 0.039580], [-0.096211, -2.330206, 0.119508], [-2.445248, 0.662207, 0.755869], [-2.224894, 0.681420, -0.981871]], "atomic_forces_ev_per_a": [[4.119, 0.464, -0.702], [0.348, 0.529, 0.641], [2.792, 1.654, -0.482], [-1.722, 0.107, 2.160], [-3.627, -1.151, -0.684], [-2.761, -1.266, -0.362], [2.301, -0.352, -1.617], [-1.577, -0.491, 0.433], [0.225, -1.204, 0.127], [0.434, 0.856, -0.672], [-0.608, 0.935, 0.675], [0.076, -0.081, 0.481]], "nbo_charge": [-0.19, -0.04, -0.12, 0.06, -0.19, -0.34, -0.36, 0.25, 0.23, 0.21, 0.24, 0.25]}

---

Record 6
{"formula": "C15H10Cl3N4ORuS2", "method": "wB97M-V/def2-TZVPD", "homo_ev": [-8.094, -8.601], "energy_ha": -3143.69687, "spin_multiplicity": 2, "de_lowest_kj_mol": 39.30, "s_squared": 0.764, "homo_lumo_gap_ev": [7.1, 7.4], "charge": 0, "symbols": ["Ru", "S", "C", "S", "C", "C", "N", "C", "N", "Cl", "C", "C", "C", "Cl", "C", "O", "C", "Cl", "C", "H", "H", "C", "C", "C", "C", "N", "N", "C", "H", "H", "H", "H", "H", "H", "H", "H"], "xyz": [[0.174476, 0.324905, 0.088748], [-0.171988, -0.001810, 2.340790], [-0.781939, -1.561968, 1.922091], [-0.780498, -1.738036, 0.196121], [-1.211471, -2.505395, 2.800721], [-1.671718, -3.779758, 2.334779], [-2.048851, -4.798367, 1.955479], [-1.228827, -2.243584, 4.209377], [-1.249618, -2.034719, 5.340462], [4.898810, -0.471591, -5.338262], [4.061495, -0.236538, -3.835028], [2.682016, -0.180301, -3.825042], [2.058124, 0.008507, -2.607000], [0.316178, 0.077519, -2.517321], [2.722673, 0.146389, -1.397155], [2.092245, 0.368612, -0.249873], [4.120256, 0.075338, -1.461875], [5.021462, 0.231890, 0.005153], [4.785760, -0.109135, -2.658686], [2.111239, -0.276981, -4.737379], [5.865438, -0.153247, -2.671581], [-4.695823, 2.993455, 0.256503], [-3.222351, 2.816464, 0.123669], [-2.185903, 3.728540, 0.143234], [-1.009027, 2.982672, -0.010152], [-1.320976, 1.693846, -0.143270], [-2.658287, 1.609926, -0.045256], [0.410400, 3.439474, -0.042555], [-4.942211, 4.051857, 0.239346], [-5.053697, 2.573821, 1.197408], [-5.228519, 2.502581, -0.558355], [-2.268616, 4.794719, 0.267460], [-3.105027, 0.709532, -0.102040], [0.487397, 4.454555, 0.340952], [0.804867, 3.421692, -1.059251], [1.054532, 2.808805, 0.577072]], "atomic_forces_ev_per_a": [[-0.032, -0.177, -0.921], [0.206, 0.332, -0.162], [-0.101, -0.259, 0.288], [-0.100, 0.349, -0.109], [-0.075, -0.165, 0.127], [-0.024, 0.137, 0.108], [0.021, 0.027, -0.032], [0.033, -0.106, -0.130], [0.001, 0.038, -0.038], [-0.040, 0.017, 0.078], [0.071, -0.002, -0.012], [-0.064, 0.006, -0.036], [-0.158, -0.056, -0.149], [-0.106, 0.185, 0.051], [-0.011, 0.054, 0.272], [0.656, -0.307, 0.285], [0.156, 0.026, 0.133], [-0.043, 0.000, -0.091], [0.029, -0.013, -0.013], [-0.002, -0.016, 0.016], [-0.013, -0.010, 0.002], [0.030, -0.029, 0.006], [-0.046, 0.057, -0.034], [0.028, -0.027, 0.002], [-0.216, 0.123, -0.096], [-0.151, 0.075, 0.520], [-0.073, -0.162, -0.094], [-0.012, -0.005, 0.021], [-0.006, 0.000, -0.001], [0.006, 0.006, 0.002], [0.005, 0.014, -0.005], [0.004, -0.017, -0.018], [0.041, -0.071, 0.051], [-0.011, 0.004, -0.022], [0.003, 0.006, -0.012], [-0.004, -0.032, 0.016]], "nbo_charge": [0.66, 0.07, -0.23, 0.10, -0.39, 0.28, -0.30, 0.28, -0.30, 0.02, -0.04, -0.24, -0.11, 0.09, 0.33, -0.72, -0.08, 0.04, -0.23, 0.24, 0.25, -0.65, 0.21, -0.33, 0.20, -0.28, -0.31, -0.66, 0.24, 0.24, 0.23, 0.24, 0.43, 0.25, 0.24, 0.24]}

---

What did we get for strongest force on any atom? Answer: 0.5 6.8 3.3 3.5 4.2 0.9 eV Å⁻¹, in the order shown.